11
Properties=species:S:1:pos:R:3:forces:R:3:mulliken_charge:R:1 method="wB97M-V/def2-TZVPD" gap_ev="7.61 / 7.62" relative_energy_kj_mol=769.9 homo_ev="-8.650 / -8.613" max_force_ev_per_a=0.43 multiplicity=1 lumo_energy_ev="-1.038 / -0.993" e_tot_ev=-10347.233
O -1.756538 -0.280937 0.935062 0.04 0.00 -0.07 -0.2675
C -1.037775 -0.810818 -0.076283 -0.05 -0.29 0.08 -0.5386
C 0.249825 -0.144859 -0.102533 -0.27 0.05 0.02 0.9211
C 1.576935 -0.204822 0.491950 0.12 0.05 0.29 -0.1705
O 1.347656 -0.419595 -0.914731 0.00 -0.05 -0.19 -0.4694
C -0.701873 0.919135 -0.471952 0.08 0.40 -0.15 -0.3993
O -1.718980 1.260609 0.334780 0.12 -0.15 -0.04 -0.2590
H -1.467281 -1.571758 -0.718703 0.08 0.09 0.08 0.3621
H 2.103715 0.716513 0.734208 -0.08 -0.13 -0.06 0.2202
H 1.863309 -1.094400 1.049935 -0.06 0.12 -0.09 0.2196
H -0.458992 1.630933 -1.261734 0.01 -0.08 0.13 0.3812